Entry 1:
ORCA calculation (the ωB97M-V functional and the def2-TZVPD basis) on a structure of composition C43H31BaClIN8O3.

Geometry as ORCA input:
```
! wB97M-V def2-TZVPD RIJCOSX def2/J DEFGRID3
* xyz -1 1
H -2.76 -3.19 1.10
H -7.50 -0.45 -2.57
H 3.84 -4.80 3.58
C 2.55 0.10 1.92
C 3.18 -2.85 4.17
C -6.63 0.10 -2.93
N -0.10 -5.97 -0.44
H -3.11 -2.37 3.43
H 1.07 -4.23 0.91
O 2.89 -1.98 0.16
H -0.22 -6.07 0.55
H -2.65 1.84 3.00
Ba 1.61 -0.32 -1.35
C -6.60 0.58 -4.23
N 0.97 -2.43 -3.17
C 3.47 -3.53 1.88
C -2.08 -2.49 1.57
C -1.40 -1.04 3.35
H 7.07 0.48 -4.34
H -3.53 2.00 -4.19
N -0.15 -1.09 1.26
C -4.44 1.01 -2.52
C -0.99 -1.98 0.82
C 4.99 4.20 -1.21
C 5.55 3.20 -2.05
H -5.45 1.64 -5.69
C 5.52 0.98 -2.98
C 0.32 0.96 4.25
C 6.72 3.46 -2.80
H 7.18 4.44 -2.72
N 1.58 0.88 2.19
C -5.00 3.32 1.07
H -0.85 0.94 6.06
C -3.67 1.77 -0.23
H -2.13 0.76 0.87
H -0.87 -2.32 -0.21
C 3.86 3.92 -0.49
H -7.45 0.42 -4.89
H 5.47 5.17 -1.15
H -2.38 -0.84 5.26
C 3.05 -2.26 1.42
H -5.28 2.94 -1.02
C -1.00 1.27 -2.06
O 0.10 1.74 -2.37
H 3.76 -4.27 1.16
C 4.90 1.93 -2.11
C 6.65 1.23 -3.70
C -4.26 3.01 2.21
H 3.29 0.48 1.21
N 1.07 -4.02 -0.07
C -1.57 -0.48 4.64
C -4.70 2.70 -0.14
C -0.34 -0.60 2.52
C -3.26 1.19 -1.58
O -3.10 -1.18 -1.04
C -5.49 1.27 -4.68
N -1.19 -0.01 -1.62
C 2.79 -1.27 2.41
C -2.51 -0.17 -1.38
H 2.35 2.51 0.03
C 2.83 -1.57 3.76
N -2.18 1.97 -2.14
C 3.25 2.65 -0.59
H 2.62 -0.81 4.50
H -0.81 -6.40 -1.02
C 0.66 -3.44 -2.69
C 0.41 -4.81 -0.93
C 7.26 2.50 -3.61
H 1.53 -3.14 -0.30
C -0.72 0.50 5.07
N 0.23 -4.59 -2.21
C -4.41 1.48 -3.83
H 3.43 4.69 0.15
C 3.52 -3.82 3.24
C 3.72 1.62 -1.37
C -2.94 1.47 0.92
C -5.56 0.31 -2.08
H 8.16 2.71 -4.18
H -4.49 3.49 3.15
I 4.66 -0.92 -3.16
H 0.99 1.75 4.59
H -5.57 -0.08 -1.07
C -2.28 -2.02 2.83
Cl 3.24 -3.23 5.88
C -3.23 2.08 2.13
H -2.18 2.97 -2.22
C 0.54 0.41 3.01
H -5.80 4.04 1.12
*
```

For the HOMO energy, the calculation gives -4.6 eV. For the energy, the calculation gives -84481.416 eV. The LUMO energy is 2.05 eV. The orbital gap comes out at 6.685 eV. The molar mass comes out at 1007.46 u.



Entry 2:
ORCA calculation (the ωB97M-V functional and the def2-TZVPD basis) on a structure of composition C27H43Cl2F9InN3O5Si.

Geometry as ORCA input:
```
! wB97M-V def2-TZVPD RIJCOSX def2/J DEFGRID3
* xyz 0 1
H -3.96 0.06 -5.00
C -1.76 -1.53 -2.92
O -0.20 -1.78 1.32
N -2.89 1.65 -1.07
H 5.46 -1.30 -0.09
H -1.79 -5.38 -0.45
H 3.24 -3.02 -2.58
N -0.80 -3.66 0.19
H 3.70 -2.36 4.12
H -1.33 -4.26 -1.77
Cl 2.42 -1.00 0.21
F 2.33 3.57 -3.28
C -1.00 -2.39 0.56
C 1.65 2.75 -1.03
F -0.57 3.73 -0.99
H 2.12 3.37 5.45
C 4.46 0.46 2.58
H 1.44 -0.70 -3.00
Cl 1.70 -0.32 3.36
C 0.93 2.68 2.93
H -0.10 -3.36 -4.94
H -1.91 -1.90 0.18
H -4.69 2.25 -0.28
H -3.69 1.28 0.85
C -0.59 -0.19 -4.52
H 3.42 -1.61 -3.65
O -1.40 0.54 0.26
H -4.56 0.50 -0.52
H 0.36 0.21 -4.88
C -1.69 1.10 -0.84
H 2.46 4.45 4.06
C 1.73 2.58 -2.59
H -2.20 2.72 -2.72
H -0.85 4.37 5.05
H 3.62 -3.25 -4.33
C 0.82 -1.63 -2.98
H 1.99 2.63 2.66
F 1.07 5.11 -1.43
H 4.99 -2.92 0.45
O 0.84 -2.19 -1.79
C 0.93 -3.53 -4.63
C -0.56 -1.14 -3.51
F 3.65 4.15 -1.04
F 3.13 3.17 0.84
F 0.79 4.34 0.60
C 3.05 -2.65 -3.60
H -0.91 2.59 5.13
C -2.98 -1.14 -3.48
H 3.91 1.33 2.20
C 5.27 -1.92 0.79
H 2.20 -5.22 -4.29
C -1.79 0.27 -5.05
C -0.74 3.45 4.46
O 0.02 2.05 2.29
F 0.47 2.44 -3.12
H 6.19 -2.00 1.37
C 1.58 -2.63 -3.88
C 1.68 4.09 4.74
H 0.25 -5.41 0.36
H 1.24 -4.02 -0.22
F 2.40 1.43 -2.88
O 1.09 1.60 -0.55
Si 3.90 -1.20 1.91
H -3.80 3.24 -2.08
C 3.50 -2.63 3.07
H -1.74 -2.14 -2.01
C -4.02 1.40 -0.19
H -1.78 1.03 -5.83
H 1.23 4.92 5.29
H 0.81 -5.54 -5.34
C 0.74 4.00 -0.72
H 0.78 -4.15 1.51
C 0.45 -4.34 0.48
H -2.70 -3.86 -0.68
C -1.71 -4.32 -0.73
H -0.97 1.19 -1.66
H 2.46 -2.99 2.98
C -3.15 2.38 -2.31
H 5.51 0.59 2.28
H 2.22 -4.66 -5.96
H -3.66 1.75 -3.05
H -3.91 -1.52 -3.05
C -3.00 -0.25 -4.56
In 0.66 0.35 1.18
C 3.10 3.02 -0.53
N 0.63 3.44 3.96
H 4.18 -3.45 2.81
F 3.93 1.99 -0.82
H 4.45 0.50 3.68
H -1.44 3.43 3.63
C 1.57 -4.80 -5.09
*
```

For the HOMO energy, the calculation gives -6.0 eV. For the energy, the calculation gives -105961.219 eV. The LUMO energy is 0.07 eV. The orbital gap comes out at 6.098 eV. The molar mass comes out at 874.45 u.



Entry 3:
ORCA calculation (the ωB97M-V functional and the def2-TZVPD basis) on a structure of composition C27H35GeN4O6S3SeW.

Geometry as ORCA input:
```
! wB97M-V def2-TZVPD RIJCOSX def2/J DEFGRID3
* xyz 1 1
O 2.18 -0.04 -1.71
H 3.98 -1.00 -1.96
N -0.95 0.32 1.72
H 2.44 -2.63 -1.82
H 1.51 -3.04 1.43
Se -2.18 -0.52 -1.81
N 0.10 1.28 -1.95
C -2.52 -2.13 -2.83
C 2.82 -0.07 1.04
O 4.98 -2.98 -1.37
H 0.43 2.96 -4.81
C 4.39 -4.74 1.81
C 6.34 -3.32 -1.63
H -3.60 -2.12 -2.98
C 5.09 0.03 0.27
H -3.59 0.16 0.13
C 3.19 0.39 2.29
H -2.42 0.41 4.03
Ge -2.05 -3.98 -2.27
H -4.49 -0.88 -1.00
C 0.34 2.82 -3.74
H 0.22 0.68 -3.93
C 0.33 3.89 -2.87
C -3.55 -0.75 -0.47
S 1.50 -1.40 -3.96
H 2.44 0.50 3.07
C 5.05 -4.32 0.66
C 3.13 -3.00 0.06
H 0.43 -4.14 -2.82
S -0.70 -2.18 0.63
H 5.82 -0.14 -0.51
H 0.25 -4.13 -1.05
O 0.63 -1.35 -5.11
H 0.10 4.43 -0.78
H -3.66 -4.84 -4.07
H 0.42 4.90 -3.23
C 2.50 -3.41 1.21
C 4.42 -3.45 -0.22
S -1.38 -1.66 3.40
C 3.21 -0.86 -1.21
C 0.02 2.33 -1.10
H -2.38 -6.01 -3.76
C -2.59 -4.95 -3.88
H -3.33 -1.61 0.16
O 1.53 -0.37 0.77
C -0.99 -0.97 1.86
H -0.18 -5.57 -1.97
H 6.62 -2.77 -2.52
C 3.76 -0.28 0.04
C -0.35 1.94 0.26
H -1.86 -0.56 5.40
C -1.61 -0.19 4.41
H 2.62 -4.58 3.00
C 3.12 -4.27 2.10
C 5.47 0.52 1.51
H -4.26 -4.26 -1.08
H -2.04 -1.94 -3.79
H 6.98 -3.02 -0.80
H 6.51 0.77 1.70
C 0.23 1.52 -3.25
H 6.45 -4.39 -1.82
N 2.46 -2.14 -0.91
H 4.89 -5.44 2.47
C -0.19 -4.48 -1.99
H -0.45 2.66 1.07
C -3.23 -4.52 -0.82
O 2.33 -2.59 -3.83
W 0.54 -0.67 -0.89
C 4.53 0.69 2.51
H 4.83 1.07 3.48
H -0.69 0.39 4.44
H 6.04 -4.69 0.45
N -0.61 0.71 0.45
H -2.98 -4.06 0.13
H -3.18 -5.60 -0.70
C 0.16 3.63 -1.51
O 0.30 -1.57 -2.49
H -2.05 -4.58 -4.75
*
```

For the HOMO energy, the calculation gives -10.8 eV. For the energy, the calculation gives -203000.733 eV. The LUMO energy is -4.45 eV. The orbital gap comes out at 6.379 eV. The molar mass comes out at 943.21 u.



Entry 4:
ORCA calculation (the ωB97M-V functional and the def2-TZVPD basis) on a cluster of 2 separate species, C4H12 in total.

Geometry as ORCA input:
```
! wB97M-V def2-TZVPD RIJCOSX def2/J DEFGRID3
* xyz 0 1
C 0.23 -2.05 -2.43
H 0.11 2.66 0.65
C 0.25 2.54 1.73
H -0.97 0.90 2.11
H 0.59 0.56 2.86
H -0.78 -2.35 -0.49
C -0.64 -1.58 -1.25
H -0.22 -1.72 -3.37
H -1.45 -0.97 -1.62
H 1.27 2.91 1.86
C 0.10 1.03 2.01
H 0.47 0.53 1.11
H 0.34 -3.12 -2.56
H -0.40 3.11 2.38
H 0.00 -1.04 -0.52
H 1.12 -1.41 -2.46
*
```

For the HOMO energy, the calculation gives -11.2 eV. For the energy, the calculation gives -4341.635 eV. The LUMO energy is 1.10 eV. Its structure (SMILES) is CC.CC. The orbital gap comes out at 12.286 eV. The molar mass comes out at 60.14 u.



Entry 5:
ORCA calculation (the ωB97M-V functional and the def2-TZVPD basis) on the molecule C3H6OS2.

Geometry as ORCA input:
```
! wB97M-V def2-TZVPD RIJCOSX def2/J DEFGRID3
* xyz 0 1
H 2.29 1.15 0.13
H -1.67 -0.96 1.75
H -0.85 -2.39 0.23
C -1.20 -1.41 -0.09
C 1.42 1.79 -0.04
H 1.45 2.66 0.60
C -0.05 -0.50 -0.39
S 1.09 -0.99 -1.44
S -0.06 1.00 0.47
H 1.43 2.01 -1.11
H -1.80 -1.49 -1.00
O -2.07 -0.88 0.87
*
```

For the HOMO energy, the calculation gives -8.7 eV. For the energy, the calculation gives -26925.644 eV. The LUMO energy is -0.02 eV. Its structure (SMILES) is CSC(=S)CO. The orbital gap comes out at 8.658 eV. The molar mass comes out at 122.21 u.



Entry 6:
ORCA calculation (the ωB97M-V functional and the def2-TZVPD basis) on a structure of composition C2H19AgB2BeO6.

Geometry as ORCA input:
```
! wB97M-V def2-TZVPD RIJCOSX def2/J DEFGRID3
* xyz 2 3
H 2.29 1.60 -5.47
H -1.15 -0.93 2.09
O -2.78 0.00 -0.70
H -2.68 -0.38 2.83
B -1.61 -0.40 2.91
H 1.46 -3.56 1.62
H -2.15 -0.60 -2.79
H -1.20 0.60 2.82
H -0.66 -0.39 -2.61
Be 1.13 -3.09 -0.76
O 0.56 0.62 0.77
O 0.98 -0.49 -1.09
B 0.92 -2.66 1.86
H -1.54 3.08 1.60
H -1.39 -0.86 3.86
C 0.97 0.53 -0.41
O -1.31 -0.77 -3.21
H 1.60 1.76 -2.07
H -0.04 -2.64 1.38
H -1.96 -0.28 -0.29
H 2.39 0.70 -4.25
H -0.33 2.53 0.88
O 2.90 1.06 -4.97
H 1.49 -1.80 1.55
H 0.73 2.70 -0.76
O -0.61 3.24 1.46
C 1.40 1.87 -1.00
H 0.88 -2.54 2.94
H 2.38 2.19 -0.64
Ag 0.77 -0.46 2.87
H -3.43 -0.64 -0.41
*
```

For the HOMO energy (alpha / beta), the calculation gives -16.2 / -16.2 eV. For the energy, the calculation gives -20386.729 eV. The LUMO energy (alpha / beta) is -13.22 / -13.25 eV. The orbital gap (alpha / beta) comes out at 3.001 / 2.957 eV. The molar mass comes out at 277.67 u.